104
Properties=species:S:1:pos:R:3 method="wB97M-V/def2-TZVPD" spin_multiplicity=1 e_lumo_ha=0.0684 homo_lumo_gap_ev=5.386 total_charge=-1 e_tot_ha=-4621.97730
C 1.7771 3.3928 2.1120
C 2.6005 2.2785 1.5257
Ga 1.8129 0.3426 1.8044
C 1.5600 0.0979 3.8439
C 2.9411 0.7179 4.5543
O 4.0848 -0.1143 4.0995
C 3.0594 -1.1520 1.1084
C 2.9783 -2.5690 1.9290
C 1.6304 -3.4616 1.6403
S 0.0662 -2.8191 2.4458
P -0.1730 0.2832 0.5566
C 0.0002 -0.9542 -0.9264
O -0.3226 1.8610 -0.2433
H 0.9472 3.1225 2.9200
H 1.9031 4.5296 1.8023
H 3.6151 2.4228 0.9589
H 0.5938 0.6727 4.1696
H 1.5085 -1.0298 4.2021
H 3.0792 1.8644 4.3359
H 2.8255 0.4883 5.7178
H 4.8125 0.4607 3.7081
H 4.1746 -0.7490 1.2470
H 2.9414 -1.3215 -0.0610
H 3.1979 -2.3589 3.0626
H 3.8956 -3.2286 1.5434
H 1.8273 -4.5546 2.0784
H 1.4398 -3.6005 0.4926
H -1.0654 -3.0803 1.6081
H -1.0858 -1.3372 -1.2347
H 0.4711 -0.4486 -1.8865
H 0.6778 -1.8478 -0.5565
H 0.3166 1.8818 -1.0400
C -3.1825 7.1455 2.0557
C -2.3199 6.0085 2.5259
O -2.1501 5.7675 3.7194
N -1.7136 5.2291 1.5852
C -1.7837 5.3436 0.1483
H -3.5945 7.6716 2.9219
H -2.5860 7.8533 1.4739
H -4.0135 6.7634 1.4569
H -1.1505 4.4855 1.9819
H -2.1837 4.4062 -0.2468
H -0.7682 5.4870 -0.2299
H -2.4135 6.1734 -0.1738
C -0.6077 -7.0053 6.2837
C -0.4427 -5.6232 5.7179
O 0.3614 -4.8183 6.1838
N -1.2175 -5.2667 4.6538
C -2.2113 -6.0560 3.9666
H 0.0779 -7.1377 7.1259
H -1.6299 -7.1428 6.6463
H -0.3683 -7.7532 5.5232
H -1.0469 -4.3209 4.3315
H -1.9153 -6.1338 2.9172
H -3.1665 -5.5285 4.0310
H -2.3169 -7.0549 4.3908
C 2.5683 0.4602 -5.0188
C 1.4339 1.3412 -4.5776
O 1.5684 2.1867 -3.6952
N 0.2234 1.1846 -5.1858
C -0.1389 0.2591 -6.2322
H 3.4647 0.7051 -4.4414
H 2.3194 -0.5894 -4.8406
H 2.7835 0.6274 -6.0775
H -0.4880 1.8146 -4.8329
H -0.4937 0.8384 -7.0886
H -0.9539 -0.3683 -5.8621
H 0.6962 -0.3712 -6.5391
C -0.1812 0.0759 9.4641
C 0.6814 -1.0610 9.9342
O 0.8512 -1.3020 11.1278
N 1.2878 -1.8404 8.9936
C 1.2176 -1.7260 7.5566
H -0.5932 0.6020 10.3303
H 0.4153 0.7838 8.8823
H -1.0121 -0.3062 8.8652
H 1.8509 -2.5841 9.3903
H 0.8176 -2.6634 7.1616
H 2.2331 -1.5826 7.1785
H 0.5879 -0.8962 7.2345
C -5.3177 -0.7393 -6.7800
C -3.9742 -1.3483 -6.4939
O -2.9246 -0.7996 -6.8237
N -3.9362 -2.5484 -5.8472
C -5.0430 -3.3482 -5.3801
H -5.1816 0.2141 -7.2991
H -5.9009 -1.4026 -7.4243
H -5.8506 -0.5496 -5.8445
H -2.9951 -2.8914 -5.6919
H -4.9340 -3.4792 -4.3004
H -4.9839 -4.3251 -5.8669
H -6.0088 -2.8907 -5.5963
C 0.9522 2.5637 -9.8463
C 1.8076 2.2736 -8.6455
O 2.1028 1.1266 -8.3155
N 2.2624 3.3278 -7.9096
C 2.0316 4.7358 -8.1262
H 0.6692 1.6227 -10.3271
H 0.0398 3.0828 -9.5405
H 1.5105 3.1657 -10.5682
H 2.8312 3.0495 -7.1180
H 3.0021 5.2221 -8.2545
H 1.5438 5.1399 -7.2354
H 1.4095 4.9267 -9.0011

=====

109
Properties=species:S:1:pos:R:3 method="wB97M-V/def2-TZVPD" spin_multiplicity=1 e_lumo_ha=-0.0450 homo_lumo_gap_ev=7.523 e_tot_ha=-2917.08060
C -2.2085 2.6318 1.2840
Si -2.1969 0.7501 1.0682
C -1.4112 -0.1764 2.5443
C -3.9920 0.0991 0.9218
C -1.1525 0.1876 -0.4629
N -0.0013 0.8664 -0.6790
N 0.7384 0.4590 -1.6883
C 0.2421 -0.5880 -2.3761
P 1.2989 -1.1993 -3.8086
N 1.1251 -2.9340 -3.7334
O 2.9059 -0.9187 -3.3860
N -0.9163 -1.2493 -2.1976
N -1.6543 -0.8386 -1.1884
H -1.2870 3.1428 0.9905
H -3.0928 3.0712 0.8064
H -2.3444 2.8274 2.3607
H -0.3761 0.1632 2.6904
H -1.3252 -1.2241 2.2169
H -1.9990 -0.1004 3.4607
H -4.6517 0.9561 0.7476
H -4.0269 -0.6335 0.1182
H -4.2401 -0.3359 1.8946
H 0.3894 -3.2105 -3.0977
H 0.9707 -3.2943 -4.6603
H 3.4919 -1.5268 -3.8297
C -6.1863 -3.5013 -3.1982
N -6.1956 -2.4314 -2.2227
C -6.1694 -1.0501 -2.6778
C -6.2280 -2.6748 -0.8958
O -6.2400 -1.8175 -0.0347
H -5.2807 -3.4334 -3.8050
H -7.0631 -3.4093 -3.8439
H -6.2079 -4.4709 -2.7028
H -5.2822 -0.5554 -2.2737
H -7.0542 -0.5309 -2.3124
H -6.1460 -1.0110 -3.7643
H -6.2414 -3.7503 -0.6525
C 3.5101 -1.9486 -0.4024
N 4.2135 -2.8583 0.4797
C 5.6672 -2.8941 0.4415
C 3.5606 -3.6734 1.3363
O 4.0927 -4.4535 2.0966
H 3.7517 -2.1813 -1.4377
H 3.8203 -0.9246 -0.1806
H 2.4324 -2.0309 -0.2627
H 5.9992 -3.9001 0.1811
H 6.0657 -2.6445 1.4234
H 6.0426 -2.1856 -0.2928
H 2.4643 -3.5649 1.2835
C 2.0382 3.3982 -1.2933
N 2.7478 4.3271 -2.1533
C 2.3807 4.4159 -3.5545
C 3.7428 5.1143 -1.6913
O 4.3708 5.9069 -2.3613
H 2.1606 2.3857 -1.6737
H 0.9758 3.6534 -1.2815
H 2.4252 3.4458 -0.2766
H 3.2438 4.1726 -4.1762
H 2.0649 5.4342 -3.7875
H 1.5701 3.7241 -3.7714
H 3.9425 4.9697 -0.6171
C 8.6969 1.1413 3.4906
N 8.7047 -0.2803 3.1972
C 8.8994 -1.2267 4.2808
C 8.5363 -0.7530 1.9447
O 8.5326 -1.9274 1.6384
H 9.6489 1.4282 3.9359
H 7.8899 1.3586 4.1939
H 8.5413 1.7202 2.5810
H 9.7874 -1.8299 4.0858
H 8.0381 -1.8935 4.3452
H 9.0200 -0.6953 5.2217
H 8.3967 0.0460 1.1981
C 9.4367 6.2347 2.3075
N 10.1419 5.3297 3.1943
C 11.5935 5.2955 3.1651
C 9.4905 4.5135 4.0506
O 10.0227 3.7363 4.8154
H 9.6813 5.9963 1.2704
H 9.7364 7.2630 2.5201
H 8.3610 6.1446 2.4463
H 11.9319 4.2904 2.9087
H 11.9862 5.5497 4.1507
H 11.9683 6.0037 2.4303
H 8.3946 4.6164 3.9954
C -9.3792 3.8251 -1.0069
N -8.6840 2.6165 -1.4025
C -7.4617 2.2390 -0.7111
C -9.1348 1.8237 -2.3964
O -8.5880 0.8037 -2.7612
H -8.7192 4.6856 -1.1354
H -9.6733 3.7510 0.0422
H -10.2705 3.9694 -1.6145
H -6.6381 2.1854 -1.4257
H -7.5843 1.2550 -0.2544
H -7.2279 2.9707 0.0587
H -10.0652 2.1897 -2.8585
C -9.9908 -5.8077 -0.3321
N -8.8292 -6.6682 -0.2259
C -8.8102 -7.7148 0.7803
C -7.7578 -6.5270 -1.0361
O -6.7592 -7.2126 -0.9968
H -10.1423 -5.2791 0.6114
H -10.8744 -6.4108 -0.5525
H -9.8538 -5.0775 -1.1277
H -7.9656 -7.5610 1.4536
H -8.6926 -8.6860 0.2972
H -9.7364 -7.7013 1.3496
H -7.8737 -5.7079 -1.7643

=====

97
Properties=species:S:1:pos:R:3 method="wB97M-V/def2-TZVPD" spin_multiplicity=1 e_lumo_ha=0.0874 homo_lumo_gap_ev=7.211 total_charge=-1 e_tot_ha=-4323.78046
O 0.5017 1.2712 3.5057
C -0.1383 0.7917 2.5494
O 0.4498 0.4832 1.4655
C -1.6665 0.5696 2.8140
I -2.1611 -1.5857 2.8822
N -2.5330 1.1422 1.7368
Br -4.1420 1.6653 2.6240
H -1.9085 1.0092 3.8078
H -2.8626 0.3678 1.1488
C 2.4472 0.8908 -5.0591
C 3.1802 0.7504 -3.7319
N 2.8959 1.8138 -2.7834
C 3.7732 1.7883 -1.6172
C 3.6730 0.5871 -0.6726
C 1.4880 2.0508 -2.4879
C 0.6837 0.8876 -1.9075
H 2.6916 1.8405 -5.5408
H 2.7469 0.0851 -5.7340
H 1.3643 0.8269 -4.9437
H 4.2531 0.7569 -3.9523
H 2.9532 -0.2405 -3.3126
H 3.6213 2.7029 -1.0355
H 4.8078 1.8513 -1.9769
H 2.7919 0.6429 -0.0324
H 4.5425 0.5733 -0.0083
H 3.6594 -0.3654 -1.2063
H 0.9968 2.3861 -3.4081
H 1.4031 2.9115 -1.8178
H 0.9062 -0.0642 -2.3953
H -0.3847 1.0781 -2.0381
H 0.8546 0.7802 -0.8369
C -4.9152 -5.2572 6.1392
C -3.5525 -4.5801 6.0742
N -3.3227 -3.6070 7.1298
C -2.1175 -2.8107 6.9158
C -0.7682 -3.5329 6.9487
C -3.5168 -4.0829 8.4908
C -2.6631 -5.2644 8.9621
H -5.7204 -4.5210 6.0917
H -5.0296 -5.9354 5.2905
H -5.0386 -5.8519 7.0462
H -3.4910 -4.0680 5.1096
H -2.7768 -5.3604 6.0643
H -2.0938 -1.9934 7.6433
H -2.2109 -2.3197 5.9436
H -0.4557 -3.7670 7.9669
H 0.0019 -2.8825 6.5257
H -0.7707 -4.4534 6.3622
H -4.5707 -4.3534 8.6103
H -3.3801 -3.2470 9.1837
H -2.5699 -6.0441 8.2044
H -3.1214 -5.7205 9.8442
H -1.6643 -4.9449 9.2569
C -6.7332 -0.7695 0.4134
C -6.3147 -1.0245 -1.0275
N -5.0742 -1.7733 -1.1574
C -4.5716 -1.8084 -2.5246
C -5.4103 -2.5402 -3.5774
C -5.0149 -3.0409 -0.4436
C -6.0611 -4.1044 -0.7917
H -5.9571 -0.2252 0.9540
H -7.6426 -0.1643 0.4319
H -6.9508 -1.6941 0.9507
H -6.1850 -0.0486 -1.5053
H -7.1473 -1.5201 -1.5499
H -3.5634 -2.2332 -2.5239
H -4.4406 -0.7739 -2.8581
H -5.3146 -3.6225 -3.4937
H -5.0562 -2.2704 -4.5767
H -6.4684 -2.2767 -3.5281
H -5.0825 -2.8314 0.6277
H -4.0163 -3.4714 -0.5637
H -7.0613 -3.6855 -0.9163
H -6.1154 -4.8429 0.0125
H -5.7958 -4.6469 -1.6989
C 4.6854 4.2685 -5.4354
C 6.0598 4.9116 -5.5535
N 6.3536 5.8736 -4.5025
C 7.5657 6.6408 -4.7560
C 8.8992 5.8873 -4.7779
C 6.1990 5.3919 -3.1349
C 7.0404 4.1878 -2.7038
H 3.8967 5.0236 -5.4480
H 4.5198 3.5964 -6.2808
H 4.5840 3.6729 -4.5262
H 6.0963 5.4266 -6.5189
H 6.8150 4.1128 -5.5968
H 7.6349 7.4520 -4.0244
H 7.4467 7.1425 -5.7224
H 9.2427 5.6392 -3.7742
H 9.6695 6.5230 -5.2250
H 8.8535 4.9715 -5.3695
H 5.1450 5.1460 -2.9779
H 6.3815 6.2195 -2.4425
H 7.0860 3.4112 -3.4691
H 6.6044 3.7373 -1.8090
H 8.0576 4.4810 -2.4444

=====

104
Properties=species:S:1:pos:R:3 method="wB97M-V/def2-TZVPD" spin_multiplicity=1 e_lumo_ha=0.0188 homo_lumo_gap_ev=9.637 e_tot_ha=-4541.16430 e_above_lowest_kcal_mol=0.0
C -1.2064 -2.1551 2.4794
O -1.3681 -1.3005 3.5968
C -1.8138 -2.0044 4.7350
C -0.6471 -2.5571 5.5661
O -0.0464 -3.6190 4.8422
C 1.3157 -3.7939 5.2318
H -0.5609 -3.0206 2.6304
H -0.7760 -1.6085 1.6362
H -2.1976 -2.4932 2.1491
H -2.5147 -2.8248 4.5573
H -2.3509 -1.2834 5.3546
H -1.0586 -2.9638 6.4970
H 0.0488 -1.7514 5.8043
H 1.7124 -4.4462 4.4567
H 1.3811 -4.2596 6.2171
H 1.8601 -2.8482 5.2254
C -0.5265 0.3237 -4.5200
O 0.7074 0.4359 -3.8341
C 1.6922 1.1792 -4.5183
C 2.7295 1.6117 -3.4853
O 3.3279 0.5409 -2.8078
C 4.3057 -0.1053 -3.5548
H -0.9296 1.3282 -4.6781
H -1.2420 -0.2461 -3.9295
H -0.3640 -0.2199 -5.4573
H 1.2851 2.1137 -4.9318
H 2.0808 0.6075 -5.3672
H 2.2546 2.2985 -2.7898
H 3.5025 2.1698 -4.0339
H 4.8712 -0.8313 -2.9779
H 5.0277 0.6152 -3.9729
H 3.9910 -0.6066 -4.4834
C -3.6836 -2.5324 -0.0534
O -4.3491 -3.7154 0.3059
C -5.7259 -3.5124 0.5202
C -6.3838 -4.8606 0.7130
O -6.0221 -5.3708 1.9828
C -6.2617 -6.7315 2.1361
H -4.1736 -2.0868 -0.9295
H -2.6506 -2.7416 -0.3178
H -3.7035 -1.7792 0.7431
H -6.1759 -2.9648 -0.3147
H -5.8434 -2.9523 1.4571
H -6.1028 -5.5981 -0.0481
H -7.4792 -4.7817 0.7001
H -5.8459 -7.0974 3.0702
H -5.8283 -7.3090 1.3097
H -7.3251 -7.0062 2.1313
C -0.7126 4.3731 -2.2935
O -0.6357 5.7148 -2.7072
C -0.0387 5.9667 -3.9508
C -0.0042 7.4605 -4.1912
O -1.2889 7.9726 -4.4856
C -1.3043 9.3529 -4.6856
H -1.0906 3.6746 -3.0548
H -1.4641 4.4243 -1.5071
H 0.2401 3.9418 -1.9688
H -0.5821 5.4836 -4.7697
H 1.0060 5.6296 -3.9323
H 0.6189 7.6378 -5.0809
H 0.4460 8.0347 -3.3749
H -2.3180 9.7148 -4.5318
H -1.0222 9.6925 -5.6951
H -0.5672 9.8533 -4.0451
C 1.6330 0.7533 4.2806
O 2.7271 -0.1173 4.1195
C 2.5947 -1.0606 3.0682
C 3.7988 -1.9848 3.1913
O 3.5025 -3.1398 2.4493
C 4.4652 -4.1626 2.5528
H 1.9271 1.5638 4.9436
H 0.7928 0.2082 4.7267
H 1.3040 1.1725 3.3251
H 2.5181 -0.5161 2.1202
H 1.6462 -1.6029 3.1915
H 4.0157 -2.2043 4.2410
H 4.6478 -1.4424 2.7554
H 5.4743 -3.8325 2.2862
H 4.1305 -4.9655 1.9032
H 4.5174 -4.5126 3.5917
Cl 2.4546 5.0643 -0.2458
C 1.1022 5.1763 0.9236
C 1.6103 5.5287 2.3167
Cl 2.3054 4.0795 3.0660
H 0.5985 4.2182 0.9849
H 0.4457 5.9534 0.5383
H 0.7005 5.7525 2.8743
H 2.2837 6.3762 2.2366
Cl -1.9474 1.4881 -1.1100
C -0.8749 0.1257 -0.6952
C 0.5704 0.5610 -0.7661
Cl 0.9990 1.7238 0.5405
H -1.0682 -0.6905 -1.3901
H -1.1399 -0.2448 0.2945
H 0.6731 1.0996 -1.7018
H 1.2805 -0.2617 -0.8007
Cl -0.1917 -3.6122 -1.0987
C 0.7597 -3.1292 -2.4853
C 2.2372 -3.5042 -2.3945
Cl 2.9958 -2.7798 -0.9705
H 0.7380 -2.0496 -2.6557
H 0.3795 -3.5550 -3.4164
H 2.7626 -3.0747 -3.2451
H 2.4107 -4.5742 -2.3150